The following is a DFT calculation (the ωB97M-V functional and the def2-TZVPD basis) of a structure of composition C42H38N6PdS9.

```
96
Properties=species:S:1:pos:R:3:mulliken_charge:R:1
Pd 0.09 0.38 0.23 0.50
N -0.05 2.19 -0.72 -0.29
S 0.69 3.40 -0.28 0.84
N -0.06 4.76 -0.54 -0.48
S -1.60 4.86 0.13 0.46
N -2.18 3.52 0.89 0.01
S -2.54 2.03 0.52 1.80
N -1.77 0.84 0.99 -0.66
C -4.08 1.88 1.45 -0.76
C -4.58 2.92 2.22 -0.24
C -5.73 2.71 2.98 -0.85
C -6.36 1.48 2.96 -0.65
C -5.85 0.45 2.18 -0.39
C -4.71 0.64 1.44 0.35
C -3.23 1.81 -1.15 1.49
C -2.53 1.06 -2.08 -0.82
C -3.10 0.81 -3.33 -0.89
C -4.35 1.30 -3.64 -0.89
C -5.06 2.03 -2.69 -0.86
C -4.51 2.27 -1.45 -0.25
C -2.54 4.68 -1.59 0.68
C -3.75 5.37 -1.54 -0.63
C -4.44 5.73 -2.68 -0.78
C -3.92 5.42 -3.93 -0.49
C -2.70 4.76 -4.01 -0.60
C -2.02 4.40 -2.85 0.10
C -0.89 5.48 1.94 0.48
C -1.18 4.95 3.19 -0.10
C -0.99 5.70 4.35 -0.86
C -0.52 7.00 4.28 -0.43
C -0.24 7.55 3.04 -0.84
C -0.44 6.80 1.89 -0.42
C 1.35 3.53 1.41 0.71
C 1.93 4.74 1.75 -0.32
C 2.43 4.94 3.03 -0.89
C 2.34 3.92 3.97 -0.74
C 1.75 2.71 3.62 -0.80
C 1.26 2.51 2.34 -0.81
C 2.21 3.63 -1.23 0.20
C 2.01 3.63 -2.61 -0.18
C 3.09 3.70 -3.46 -0.84
C 4.38 3.75 -2.95 -0.46
C 4.58 3.72 -1.58 -0.86
C 3.49 3.66 -0.71 -0.23
H -4.06 3.87 2.21 0.38
H -6.11 3.52 3.59 0.42
H -7.25 1.32 3.56 0.35
H -6.35 -0.52 2.17 0.42
H -4.27 -0.15 0.85 -0.08
H -1.55 0.66 -1.85 0.51
H -2.54 0.21 -4.04 0.47
H -4.78 1.12 -4.62 0.32
H -6.04 2.43 -2.93 0.35
H -5.06 2.85 -0.72 0.45
H -4.14 5.65 -0.56 0.31
H -5.39 6.25 -2.60 0.37
H -4.45 5.71 -4.83 0.34
H -2.28 4.52 -4.98 0.41
H -1.08 3.86 -2.92 -0.12
H -1.51 3.92 3.26 0.44
H -1.22 5.25 5.32 0.37
H -0.37 7.58 5.19 0.34
H 0.14 8.56 2.96 0.35
H -0.24 7.24 0.92 0.31
H 1.97 5.54 1.02 0.52
H 2.86 5.90 3.29 0.40
H 2.71 4.08 4.98 0.33
H 1.67 1.91 4.35 0.47
H 0.80 1.56 2.08 0.71
H 1.00 3.54 -2.99 0.31
H 2.93 3.70 -4.53 0.39
H 5.23 3.79 -3.62 0.35
H 5.58 3.73 -1.17 0.39
H 3.66 3.60 0.35 0.37
S 4.89 -5.05 0.93 -0.37
C 3.79 -3.80 0.78 0.10
S 2.31 -3.72 1.63 -0.14
C 1.73 -2.20 1.01 0.07
C 2.54 -1.59 0.12 0.20
S 2.21 -0.06 -0.65 -0.40
S 4.02 -2.44 -0.24 -0.14
S 0.22 -1.53 1.59 -0.56
C -3.16 -2.91 0.48 -1.08
N -2.30 -2.26 -0.48 0.49
C -2.38 -2.32 -1.81 0.22
S -1.05 -2.11 -2.79 -0.39
N -3.63 -2.58 -2.35 -0.25
C -4.81 -1.83 -1.91 -0.32
H -2.55 -3.57 1.11 0.31
H -3.90 -3.52 -0.03 0.43
H -3.66 -2.19 1.14 0.29
H -1.40 -1.94 -0.11 -0.36
H -3.54 -2.62 -3.35 0.32
H -4.73 -1.58 -0.86 -0.05
H -5.71 -2.43 -2.04 0.34
H -4.91 -0.90 -2.46 0.06
```

Its gap between HOMO and LUMO is 5.8 eV. The HOMO energy is -1.75 eV. The energy above the lowest of the compared OMol25 structures with the same formula, charge and spin comes out at 0.0 kJ/mol. As for the LUMO energy: 4.01 eV. As for the total charge: -2.

***

The following is a DFT calculation (the ωB97M-V functional and the def2-TZVPD basis) of a structure of composition C42H39BaGeN6O8.

```
97
Properties=species:S:1:pos:R:3:mulliken_charge:R:1
Ba -0.53 -1.17 -1.08 1.66
C -1.23 2.24 -2.33 -0.44
C -0.30 2.38 -1.12 0.81
C 1.15 1.96 -1.39 -1.53
N 1.28 0.60 -1.87 -0.72
C 1.72 0.31 -3.07 1.45
C 1.90 1.27 -4.11 -0.59
C 2.74 1.29 -5.20 -0.58
C 3.72 0.38 -5.59 -0.50
C 3.91 -0.86 -5.00 -0.23
C 3.14 -1.53 -4.08 -0.89
C 1.93 -1.16 -3.40 0.22
N 1.06 -2.01 -2.95 -0.03
C 1.07 -3.42 -3.26 -0.94
C 0.02 -4.22 -2.46 -0.69
C -1.47 -4.03 -2.81 -1.14
N -2.00 -2.71 -2.53 -0.16
C -3.22 -2.37 -2.84 0.28
C -4.19 -3.34 -3.26 -0.69
C -5.40 -3.24 -3.91 -0.31
C -6.10 -2.13 -4.36 -0.52
C -5.71 -0.82 -4.11 -0.61
C -4.68 -0.32 -3.34 -0.27
C -3.62 -0.92 -2.61 0.78
N -2.88 -0.25 -1.76 -0.15
C -3.27 1.05 -1.25 -0.89
C -2.73 2.27 -2.03 -0.90
H -0.99 1.32 -2.87 0.14
H -1.00 3.05 -3.03 0.43
H -0.70 1.81 -0.27 -0.60
H -0.24 3.42 -0.77 0.51
H 1.70 2.02 -0.44 0.32
H 1.66 2.67 -2.06 0.46
H 1.29 2.16 -4.00 0.23
H 2.66 2.18 -5.81 0.32
H 4.37 0.66 -6.41 0.30
H 4.76 -1.43 -5.37 0.33
H 3.45 -2.55 -3.87 0.20
H 2.05 -3.86 -3.06 0.47
H 0.89 -3.55 -4.34 0.39
H 0.20 -4.08 -1.39 -0.05
H 0.23 -5.28 -2.64 0.50
H -2.03 -4.79 -2.24 0.47
H -1.64 -4.28 -3.87 0.50
H -3.87 -4.36 -3.07 0.22
H -5.87 -4.20 -4.11 0.31
H -7.00 -2.29 -4.93 0.31
H -6.34 -0.05 -4.55 0.30
H -4.66 0.77 -3.29 0.06
H -2.91 1.12 -0.22 -0.29
H -4.37 1.13 -1.21 0.62
H -2.96 3.16 -1.44 0.46
H -3.26 2.36 -2.97 0.44
O 2.12 -3.91 0.80 -0.58
C 1.53 -3.25 1.59 0.52
O 0.30 -2.69 1.11 -0.07
C 1.87 -2.87 2.95 0.75
C 3.02 -3.40 3.53 -1.20
C 3.26 -2.98 4.83 0.02
C 2.54 -2.02 5.49 -0.78
C 1.48 -1.32 4.82 0.39
C 1.07 -1.94 3.59 -0.37
O -0.17 -1.59 3.06 -0.29
N 1.03 -0.20 5.34 0.53
O -0.01 0.49 4.70 -0.49
O 1.39 0.25 6.50 -0.90
N 4.39 -3.61 5.56 1.06
O 4.55 -3.33 6.73 -0.63
O 5.06 -4.42 4.95 -0.65
H 3.65 -4.10 3.00 0.59
H 2.76 -1.74 6.51 0.60
Ge 0.62 1.63 3.43 1.51
C 2.03 2.84 3.98 -0.01
C 2.74 2.69 5.17 -0.27
C 3.80 3.54 5.46 -0.67
C 4.16 4.54 4.57 -0.37
C 3.46 4.70 3.38 -0.70
C 2.40 3.85 3.09 -0.26
C -1.03 2.53 2.93 -0.11
C -1.16 3.91 2.81 -0.32
C -2.38 4.49 2.51 -0.66
C -3.50 3.69 2.33 -0.50
C -3.40 2.32 2.46 -0.47
C -2.17 1.74 2.76 -0.15
H 1.13 0.70 2.30 -0.36
H 2.45 1.92 5.88 0.51
H 4.34 3.41 6.38 0.40
H 4.98 5.20 4.80 0.37
H 3.73 5.48 2.68 0.38
H 1.89 3.97 2.14 0.28
H -0.30 4.55 2.98 0.38
H -2.46 5.57 2.42 0.39
H -4.46 4.15 2.09 0.38
H -4.27 1.69 2.33 0.41
H -2.11 0.66 2.86 0.30
O -1.55 -1.53 1.35 -0.64
C -0.53 -1.92 1.85 0.93
```

Its gap between HOMO and LUMO is 5.9 eV. The HOMO energy is -4.15 eV. The energy above the lowest of the compared OMol25 structures with the same formula, charge and spin comes out at 176.4 kJ/mol. As for the LUMO energy: 1.79 eV. As for the total charge: -1.